Molecular formula: C43H44N10O4PS2TeZr
Method: DFT, ωB97M-V/def2-TZVPD

The charge is +2. Its expectation value of S² is 0.77. Its spin multiplicity is 2.

```
106
Properties=species:S:1:pos:R:3:mulliken_charge:R:1
Zr 0.587 0.089 -0.649 -1.592
N 1.688 -5.208 -1.384 0.147
C 0.683 -4.331 -1.453 -0.809
N 0.786 -3.111 -1.881 0.491
C 2.011 -2.688 -2.371 -0.364
N 2.185 -1.510 -2.878 -1.814
N 1.300 -0.513 -2.723 1.813
C 1.235 0.364 -3.681 -1.180
C 0.289 1.444 -3.629 1.173
C 0.324 2.451 -4.600 -1.296
C -0.633 3.444 -4.582 -0.688
C -1.650 3.352 -3.639 -1.240
C -1.620 2.316 -2.720 -0.769
N -0.654 1.399 -2.654 1.268
C 3.144 -3.596 -2.367 1.418
C 4.416 -3.237 -2.825 -0.419
C 5.456 -4.138 -2.741 -0.941
C 5.255 -5.408 -2.207 -0.584
C 4.004 -5.792 -1.768 -0.955
C 2.954 -4.885 -1.842 -0.037
H 1.536 -6.143 -1.027 0.315
H -0.281 -4.670 -1.098 0.413
H 1.846 0.250 -4.574 0.515
H 1.106 2.443 -5.342 0.574
H -0.611 4.250 -5.298 0.498
H -2.459 4.063 -3.623 0.547
H -2.448 2.195 -2.032 0.667
H 4.560 -2.254 -3.243 0.536
H 6.435 -3.858 -3.097 0.466
H 6.079 -6.098 -2.136 0.468
H 3.833 -6.779 -1.368 0.472
C 4.100 4.940 -0.895 -1.056
C 4.506 3.679 -0.159 -0.014
O 3.620 3.390 0.930 -0.510
P 2.247 2.579 0.851 1.849
S 2.421 0.852 1.837 -0.615
S 1.594 2.481 -1.063 -0.369
O 1.223 3.535 1.622 -0.360
C 1.614 4.087 2.902 -0.442
C 0.982 3.331 4.054 -0.818
H 4.817 5.127 -1.688 0.420
H 4.091 5.790 -0.219 0.331
H 3.110 4.833 -1.332 0.235
H 5.487 3.798 0.305 0.424
H 4.525 2.825 -0.842 0.002
H 1.273 5.123 2.880 0.419
H 2.702 4.073 2.982 0.322
H -0.101 3.345 3.965 0.075
H 1.266 3.814 4.985 0.486
H 1.322 2.298 4.084 0.201
O -4.851 -3.346 4.386 -0.478
C -4.604 -2.289 3.616 0.568
O -5.331 -1.334 3.590 -0.520
C -3.356 -2.310 2.792 0.289
C -3.339 -1.508 1.650 -0.667
C -2.187 -1.350 0.916 0.340
C -0.977 -1.969 1.301 -0.940
C -1.022 -2.796 2.438 -0.876
C -2.184 -2.961 3.166 -1.218
N 0.195 -1.648 0.616 3.772
C 1.326 -2.339 0.837 -0.968
C 2.569 -1.889 0.348 0.374
C 3.800 -2.504 0.687 -1.129
C 4.979 -1.940 0.275 -0.952
C 4.946 -0.798 -0.540 -1.601
C 3.725 -0.257 -0.859 -0.558
N 2.561 -0.747 -0.412 2.341
H -4.218 -4.071 4.295 0.317
H -4.251 -0.997 1.374 0.587
H -2.205 -0.705 0.040 -0.220
H -0.127 -3.265 2.813 0.462
H -2.142 -3.550 4.071 0.392
H 1.320 -3.265 1.407 0.206
H 3.795 -3.388 1.303 0.605
H 5.926 -2.362 0.569 0.564
H 5.858 -0.343 -0.894 0.597
H 3.653 0.623 -1.498 0.515
C -3.259 -0.505 -3.032 -1.408
Te -1.383 -1.486 -2.452 0.781
C -2.539 -3.174 -1.695 -1.164
H -3.816 -0.075 -2.203 0.414
H -3.883 -1.248 -3.520 0.490
H -3.037 0.268 -3.760 0.392
H -2.525 -3.970 -2.430 0.417
H -3.567 -2.870 -1.537 0.482
H -2.133 -3.532 -0.757 0.210
N -8.899 3.864 2.895 -0.439
C -7.815 3.536 2.734 -0.092
C -6.466 3.150 2.517 0.493
C -5.529 3.280 3.542 -1.016
C -4.216 2.915 3.324 -0.547
C -3.835 2.419 2.083 0.853
C -4.767 2.288 1.056 0.118
C -6.080 2.653 1.272 -1.198
N -2.518 1.953 1.885 0.330
C -1.779 1.282 2.816 -0.736
C -0.683 0.801 2.169 -1.433
N -0.721 1.187 0.849 1.320
C -1.841 1.893 0.729 -1.886
H -5.838 3.661 4.503 0.492
H -3.488 3.023 4.112 0.501
H -4.475 1.880 0.099 0.400
H -6.817 2.542 0.490 0.467
H -2.092 1.177 3.832 0.876
H 0.128 0.226 2.578 0.324
H -2.149 2.427 -0.150 1.084
```

---

Molecular formula: C4H8N3O4
Method: DFT, ωB97M-V/def2-TZVPD

Its energy relative to the best compared isomer or geometry (same formula, charge and spin) is 0.329 eV. The charge is -1.

```
19
Properties=species:S:1:pos:R:3:mulliken_charge:R:1
C -2.479 0.113 0.008 0.696
C 1.072 1.766 -1.179 -1.218
C 1.467 0.476 -0.595 0.345
C -1.195 -0.606 0.576 -0.001
N 1.951 0.354 0.559 -0.489
N -0.902 -1.712 0.056 0.208
N -0.422 -0.153 1.658 -0.390
O -2.802 1.176 0.475 -0.691
O 0.195 -2.393 0.177 -0.732
O -3.063 -0.562 -0.858 -0.783
O 2.152 -0.917 0.995 -0.469
H 1.642 1.850 -2.102 0.355
H 0.097 1.692 -1.591 0.322
H 1.224 2.591 -0.590 0.379
H 1.492 -0.307 -1.424 0.285
H -1.508 -1.767 -0.776 0.301
H -0.362 0.829 1.850 0.209
H 0.143 -0.804 2.146 0.335
H 1.298 -1.626 0.614 0.339
```

---

Molecular formula: C4H10NO3
Method: DFT, ωB97M-V/def2-TZVPD

Its energy relative to the best compared isomer or geometry (same formula, charge and spin) is 3.126 eV. The charge is -1.

```
18
Properties=species:S:1:pos:R:3:mulliken_charge:R:1
C -0.450 -1.114 0.255 -0.580
C 0.360 -2.069 -0.715 -0.514
C 0.577 -1.295 -2.027 0.063
O 1.216 -1.775 -2.939 -0.529
N 0.358 0.103 0.371 -0.368
C -0.483 1.386 0.084 -0.793
O -1.492 1.551 0.893 -0.852
H -0.469 -1.686 1.170 0.310
H -1.455 -0.930 -0.124 0.359
H -0.108 -3.033 -0.979 0.323
H 1.257 -2.389 -0.176 0.268
H 0.231 -0.262 -2.123 0.299
H 0.540 0.166 1.369 0.305
H 0.328 2.157 0.188 0.394
H -0.821 1.290 -1.017 0.280
H -0.742 2.479 3.414 0.296
H -0.055 2.003 2.127 0.480
O 0.133 2.367 3.017 -0.743
```

---

Molecular formula: C20H22BN6O5STa
Method: DFT, ωB97M-V/def2-TZVPD

The charge is 0.

```
56
Properties=species:S:1:pos:R:3:mulliken_charge:R:1
Ta -0.899 0.598 0.473 2.362
C -5.087 1.844 -0.375 -1.188
C -3.847 1.949 0.231 -0.040
N -3.065 0.933 -0.151 -0.072
N -3.778 0.163 -0.978 -0.033
C -5.011 0.700 -1.151 -0.118
B -3.110 -1.067 -1.611 -0.032
N -2.468 -1.992 -0.518 0.143
C -2.652 -3.298 -0.237 -0.103
C -1.829 -3.660 0.816 -1.177
C -1.184 -2.486 1.163 0.124
N -1.572 -1.494 0.362 -0.311
N -1.993 -0.556 -2.503 -0.286
C -1.859 -0.587 -3.873 -0.156
C -0.768 0.167 -4.235 -1.252
C -0.287 0.666 -3.010 -0.331
N -0.999 0.210 -1.980 0.225
H -5.912 2.519 -0.273 0.415
H -3.517 2.695 0.945 0.462
H -5.706 0.210 -1.816 0.450
H -3.914 -1.675 -2.228 -0.130
H -3.369 -3.820 -0.829 0.477
H -1.756 -4.614 1.310 0.391
H -0.458 -2.356 1.971 0.313
H -2.592 -1.108 -4.455 0.454
H -0.391 0.424 -5.216 0.384
H 0.530 1.347 -2.875 0.608
C 3.368 -2.748 4.530 -0.784
O 4.224 -2.208 3.553 -0.465
C 3.730 -1.496 2.503 0.838
C 4.664 -1.006 1.578 -1.099
C 4.228 -0.267 0.506 -0.951
C 2.865 -0.031 0.286 0.192
C 2.432 0.789 -0.837 1.297
C 3.461 1.316 -1.795 -2.070
O 1.267 1.106 -1.018 -0.091
C 1.933 -0.564 1.172 0.255
O 0.657 -0.449 0.962 -0.496
C 2.366 -1.289 2.309 -0.603
H 3.986 -3.178 5.331 0.237
H 2.719 -3.529 4.124 0.319
H 2.745 -1.999 5.001 0.327
H 5.717 -1.156 1.718 0.448
H 4.932 0.143 -0.191 0.452
H 3.975 0.451 -2.228 0.458
H 4.173 1.960 -1.287 0.444
H 2.939 1.894 -2.548 0.328
H 1.586 -1.598 2.983 0.421
C 0.357 4.556 0.246 -1.324
C -0.031 3.084 0.297 0.991
O 0.538 2.284 1.078 -0.594
O -0.954 2.601 -0.401 -0.612
H 1.238 4.743 0.895 0.330
H -0.476 5.187 0.579 0.337
H 0.565 4.824 -0.784 0.334
S -1.713 0.868 2.479 -0.498
```

---

Molecular formula: C31H34CaCl3N3O5SSe2Si
Method: DFT, ωB97M-V/def2-TZVPD

Its energy relative to the best compared isomer or geometry (same formula, charge and spin) is 0.342 eV. The charge is -2.

```
81
Properties=species:S:1:pos:R:3:mulliken_charge:R:1
Ca -0.182 0.138 0.711 1.099
Se 3.626 -0.104 1.922 0.051
Se 3.505 -2.400 2.112 -0.082
C 2.715 -2.858 0.414 0.271
C 3.099 -4.104 -0.080 -0.803
C 2.604 -4.513 -1.302 -0.429
C 1.766 -3.655 -1.997 -1.409
C 1.446 -2.442 -1.414 -0.182
N 1.889 -2.045 -0.219 0.610
C 2.441 0.317 3.377 0.201
C 2.878 1.214 4.345 -0.653
C 1.973 1.631 5.308 -0.206
C 0.690 1.108 5.288 -0.796
C 0.367 0.195 4.294 -0.167
N 1.221 -0.183 3.347 0.248
H 3.793 -4.716 0.479 0.393
H 2.888 -5.473 -1.715 0.377
H 1.371 -3.905 -2.971 0.515
H 0.789 -1.759 -1.937 0.505
H 3.896 1.579 4.324 0.448
H 2.267 2.356 6.058 0.349
H -0.059 1.411 6.006 0.371
H -0.623 -0.241 4.230 0.292
C 0.557 3.671 -0.364 -1.691
C 1.099 2.969 0.878 1.881
C 2.299 3.714 1.446 -1.783
O 1.485 1.627 0.550 1.692
C -0.044 2.893 1.939 -0.172
O -0.275 3.910 2.594 -0.815
O -0.668 1.783 2.019 -0.431
H 1.324 3.682 -1.143 0.330
H 0.280 4.696 -0.110 0.496
H -0.320 3.149 -0.746 0.029
H 3.055 3.848 0.669 0.349
H 2.739 3.151 2.271 0.232
H 1.973 4.682 1.826 0.401
H 2.258 1.623 -0.096 -0.493
Cl -1.605 -2.216 -0.931 -0.156
C -2.208 -3.460 0.127 0.570
C -2.988 -4.440 -0.460 -0.730
C -3.520 -5.458 0.317 -0.375
C -3.255 -5.463 1.677 -0.707
C -2.475 -4.467 2.236 0.113
Cl -2.208 -4.566 3.960 -0.260
C -1.901 -3.406 1.503 -0.333
S -0.900 -2.205 2.235 -0.137
H -3.174 -4.392 -1.524 0.382
H -4.131 -6.231 -0.130 0.333
H -3.650 -6.239 2.319 0.376
Cl 4.880 -1.095 -3.775 -0.278
C 4.394 0.487 -3.069 -0.372
C 4.133 0.470 -1.543 0.399
O 4.690 -0.371 -0.841 -0.673
O 3.372 1.423 -1.212 -0.831
H 3.505 0.818 -3.594 0.186
H 5.208 1.180 -3.272 0.350
C -3.574 0.476 1.137 -0.810
Si -3.228 1.289 -0.517 0.273
C -4.558 0.590 -1.676 -1.111
C -3.557 3.135 -0.304 -1.206
N -1.629 0.942 -1.009 0.423
C -1.153 1.080 -2.273 -0.208
C -1.832 1.727 -3.340 -0.628
C -1.299 1.806 -4.615 -0.845
C -0.051 1.274 -4.916 -1.032
C 0.667 0.685 -3.878 -0.506
C 0.139 0.603 -2.605 1.126
H -4.606 0.695 1.432 0.380
H -2.917 0.852 1.923 0.048
H -3.461 -0.611 1.092 0.093
H -5.547 0.725 -1.228 0.341
H -4.388 -0.483 -1.805 0.206
H -4.570 1.041 -2.668 0.346
H -4.604 3.332 -0.050 0.424
H -3.311 3.698 -1.208 0.295
H -2.931 3.520 0.506 0.279
H -2.793 2.185 -3.145 0.218
H -1.872 2.306 -5.391 0.357
H 0.361 1.336 -5.916 0.359
H 1.662 0.291 -4.059 0.412
H 0.765 0.189 -1.822 -0.118
```

---

Molecular formula: C10H15N
Method: DFT, ωB97M-V/def2-TZVPD

Its energy relative to the best compared isomer or geometry (same formula, charge and spin) is 2.493 eV. The charge is 0. As for the structure (SMILES): CCc1ccccc1N(C)C.

```
26
Properties=species:S:1:pos:R:3:mulliken_charge:R:1
C 1.885 -2.329 -1.383 -1.415
C 1.118 -0.976 -1.143 -0.009
C 0.387 -0.742 0.159 0.259
C 0.227 -1.624 1.183 -0.528
C -0.647 -1.406 2.180 -0.616
C -1.544 -0.312 2.267 -0.843
C -1.326 0.661 1.313 -0.072
C -0.467 0.313 0.300 0.503
C 0.592 2.438 -0.153 -1.060
C -1.624 1.591 -1.310 -1.089
H 1.295 -3.260 -1.357 0.359
H 2.433 -2.220 -2.377 0.336
H 2.522 -2.458 -0.527 0.373
H 1.982 -0.374 -1.333 0.214
H 0.354 -0.726 -2.037 0.218
H 0.872 -2.570 1.121 0.162
H -0.581 -2.017 3.034 0.394
H -2.069 -0.158 3.320 0.218
H -1.979 1.522 1.465 0.317
H 0.218 3.425 -0.251 0.399
H 0.791 2.429 0.957 0.340
H 1.544 2.278 -0.522 0.306
H -1.976 0.666 -1.694 0.252
H -1.391 2.339 -2.049 0.400
H -2.259 2.084 -0.588 0.416
N -0.357 1.426 -0.573 0.166
```

---

Number 1: energy -107920.89252 eV. Number 2: energy -16936.15517 eV. Number 3: energy -11942.27129 eV. Number 4: energy -53344.59967 eV. Number 5: energy -252827.83269 eV. Number 6: energy -12100.56107 eV.